1.
{"formula": "C37H29F6MoN3O3", "method": "ωB97M-V with the def2-TZVPD basis set", "mol_weight_g_mol": 773.59, "charge": 2, "gap_ha": [0.2221, 0.2221], "lumo_energy_ev": [-5.9, -5.9], "spin_multiplicity": 1, "elements": ["Mo", "F", "C", "C", "C", "C", "O", "C", "C", "N", "C", "C", "C", "C", "C", "C", "N", "C", "C", "N", "C", "C", "C", "O", "O", "H", "H", "H", "H", "H", "H", "H", "H", "H", "H", "H", "H", "H", "H", "H", "H", "H", "H", "F", "C", "C", "C", "F", "C", "F", "C", "F", "C", "F", "C", "C", "C", "C", "C", "C", "C", "C", "C", "C", "C", "C", "C", "C", "H", "H", "H", "H", "H", "H", "H", "H", "H", "H", "H"], "coordinates": [[-0.7667, 0.1020, -2.5313], [-1.2055, -0.1429, 4.2687], [-0.1170, -0.3711, 3.5129], [-0.2007, -0.2119, 2.1615], [0.9406, -0.3988, 1.3708], [0.8591, -0.2140, -0.0636], [-0.2885, 0.0876, -0.5543], [2.0465, -0.3838, -0.7930], [3.1944, -0.7346, -0.1195], [3.2729, -0.9428, 1.1939], [4.5499, -1.3052, 1.7928], [4.7206, -2.6888, 2.3494], [5.4251, -2.2910, 1.0874], [2.1517, -0.7551, 1.9849], [2.2002, -0.9267, 3.3737], [1.0778, -0.7405, 4.1517], [1.1825, -0.9178, 5.5599], [0.0676, -1.5330, 6.2671], [0.5758, -2.1084, 7.5758], [1.1823, -0.9973, 8.3893], [2.2704, -0.2800, 7.6399], [1.7356, 0.2058, 6.3043], [2.2208, -0.2001, -2.2882], [3.3322, -0.2289, -2.7453], [1.1442, -0.0226, -3.0282], [-1.1338, 0.0775, 1.6984], [4.1045, -0.8491, -0.6929], [5.0218, -0.4762, 2.3043], [3.8831, -3.3664, 2.2477], [5.2976, -2.8004, 3.2565], [5.0599, -2.7255, 0.1670], [6.4896, -2.1127, 1.1126], [3.1172, -1.2354, 3.8550], [-0.3471, -2.3424, 5.6692], [-0.7480, -0.8278, 6.4756], [1.3570, -2.8468, 7.4069], [-0.2311, -2.5525, 8.1551], [1.5566, -1.3725, 9.2628], [0.4489, -0.3310, 8.6463], [3.0793, -0.9936, 7.4961], [2.6187, 0.5484, 8.2534], [2.5608, 0.6454, 5.7471], [0.9878, 0.9979, 6.4668], [0.0330, -2.7775, -1.9227], [-0.8983, -2.8554, -2.8973], [-1.4683, -1.6721, -3.3568], [-2.4248, -1.7929, -4.3629], [-3.0146, -0.6905, -4.8390], [-2.7994, -3.0130, -4.8830], [-3.7179, -3.1035, -5.8335], [-2.1982, -4.1642, -4.3895], [-2.5475, -5.3407, -4.8726], [-1.2393, -4.0930, -3.3877], [-0.6785, -5.2045, -2.9235], [-2.4914, 4.7137, -7.5106], [-1.1455, 4.3747, -7.5383], [-0.6294, 3.5222, -6.5789], [-1.4498, 3.0160, -5.5670], [-2.8097, 3.3501, -5.5586], [-3.3240, 4.1932, -6.5256], [-0.8587, 2.1456, -4.5646], [-1.3916, 1.7389, -3.3941], [-2.4880, 2.1021, -2.5052], [-2.7221, 3.3950, -2.0253], [-3.6379, 3.5885, -1.0113], [-4.2859, 2.5033, -0.4117], [-4.0285, 1.2164, -0.8416], [-3.1444, 1.0165, -1.8984], [-2.8979, 5.3740, -8.2650], [-0.5026, 4.7679, -8.3140], [0.4186, 3.2477, -6.6023], [-3.4653, 2.9251, -4.8095], [-4.3774, 4.4392, -6.5221], [0.1290, 1.7541, -4.8031], [-2.1976, 4.2313, -2.4694], [-3.8558, 4.5932, -0.6735], [-4.9986, 2.6788, 0.3828], [-4.5369, 0.3718, -0.3955], [-3.0492, 0.0113, -2.3173]], "atomic_forces_ev_per_a": [[0.4, -0.3, 0.2], [0.0, 0.0, 0.0], [-0.1, 0.1, -0.1], [-0.1, 0.0, 0.1], [0.0, 0.0, 0.1], [0.1, -0.1, -0.1], [-0.1, 0.1, 0.3], [-0.2, 0.1, -0.2], [0.1, 0.0, 0.1], [0.1, 0.0, -0.1], [0.0, 0.0, 0.0], [0.0, 0.0, 0.0], [-0.1, 0.0, 0.0], [-0.2, 0.1, 0.0], [0.1, -0.1, 0.1], [0.1, 0.0, 0.0], [0.0, 0.0, 0.0], [0.1, 0.0, 0.0], [-0.1, -0.1, -0.2], [0.0, 0.0, 0.1], [0.1, 0.1, -0.1], [-0.1, -0.1, 0.0], [0.1, -0.1, 0.3], [0.0, 0.0, -0.1], [-0.5, 0.2, -0.3], [0.0, 0.0, 0.0], [0.0, 0.0, 0.0], [0.0, 0.0, 0.0], [0.0, 0.0, 0.0], [0.0, 0.0, 0.0], [0.0, 0.0, 0.0], [0.0, 0.0, 0.0], [0.0, 0.0, 0.0], [0.0, 0.0, 0.0], [0.0, 0.0, 0.0], [0.0, 0.0, 0.0], [0.0, 0.0, 0.1], [0.0, 0.0, 0.0], [0.0, 0.0, 0.0], [0.0, 0.0, 0.0], [0.0, 0.0, 0.1], [0.0, 0.0, 0.0], [0.0, 0.0, 0.0], [0.0, 0.0, 0.0], [0.0, 0.3, 0.1], [0.1, -0.1, 0.0], [0.1, 0.3, 0.1], [0.0, -0.1, 0.0], [-0.1, -0.1, -0.1], [0.0, 0.0, 0.0], [-0.1, -0.1, -0.1], [0.0, 0.1, 0.0], [0.0, -0.2, 0.0], [0.0, 0.0, 0.0], [0.0, 0.0, 0.0], [0.0, 0.0, 0.0], [0.0, 0.0, 0.0], [-0.2, 0.0, -0.1], [0.0, 0.0, 0.0], [0.0, 0.0, 0.0], [0.1, -0.1, 0.1], [0.2, 0.3, -0.3], [0.0, -0.4, 0.0], [0.0, 0.1, 0.2], [0.0, 0.0, 0.0], [0.0, 0.0, 0.0], [0.0, 0.0, 0.1], [0.0, 0.2, 0.0], [0.0, 0.0, 0.0], [0.0, 0.0, 0.0], [0.0, 0.0, 0.0], [0.0, 0.0, 0.0], [0.0, 0.0, 0.0], [0.0, 0.0, 0.0], [0.0, 0.0, 0.0], [0.0, 0.0, 0.0], [0.0, 0.0, 0.0], [0.0, 0.0, 0.0], [-0.1, -0.1, -0.2]]}


2.
{"formula": "C37H30AlBrN2O3PS", "method": "ωB97M-V with the def2-TZVPD basis set", "mol_weight_g_mol": 720.59, "charge": 1, "gap_ha": 0.2471, "lumo_energy_ev": -3.1, "spin_multiplicity": 1, "elements": ["Al", "Br", "C", "C", "C", "C", "O", "C", "C", "N", "C", "C", "C", "C", "C", "C", "C", "C", "N", "C", "C", "H", "H", "H", "H", "H", "H", "H", "H", "H", "H", "O", "C", "C", "C", "C", "C", "C", "C", "P", "C", "C", "C", "C", "C", "C", "C", "C", "C", "C", "C", "C", "H", "H", "H", "H", "H", "H", "H", "H", "H", "H", "H", "H", "H", "H", "C", "S", "C", "O", "H", "H", "H", "H", "H", "H"], "coordinates": [[0.7868, -1.1781, 0.8100], [-6.2164, -0.0141, 2.7641], [-4.4566, -0.6432, 2.4285], [-4.2616, -1.9694, 2.0399], [-2.9958, -2.4139, 1.7310], [-1.8909, -1.5480, 1.7693], [-0.7176, -1.9719, 1.3611], [-2.0929, -0.2296, 2.2487], [-0.9599, 0.5931, 2.5666], [0.2216, 0.3297, 2.1461], [1.3549, 0.9888, 2.6320], [1.4592, 2.2867, 3.0757], [2.6948, 2.7601, 3.5382], [3.8023, 1.9483, 3.5472], [3.7227, 0.6238, 3.0749], [4.8219, -0.2786, 3.0312], [4.6345, -1.5244, 2.5279], [3.3629, -1.8960, 2.0298], [2.2944, -1.1254, 2.1411], [2.4846, 0.1494, 2.6195], [-3.3880, 0.2031, 2.5739], [-5.1082, -2.6403, 1.9869], [-2.8302, -3.4424, 1.4369], [-1.1175, 1.4178, 3.2626], [0.6053, 2.9528, 3.0398], [2.7682, 3.7818, 3.8857], [4.7547, 2.3202, 3.9039], [5.7873, 0.0468, 3.3971], [5.4442, -2.2367, 2.4635], [3.1911, -2.8984, 1.6648], [-3.5409, 1.2146, 2.9322], [3.4995, -1.0142, -0.4166], [2.3715, -0.5646, -0.5666], [2.1018, 0.1382, -1.8591], [3.1185, 0.2965, -2.8040], [2.8799, 0.9758, -3.9826], [1.6204, 1.5177, -4.2253], [0.6064, 1.3665, -3.2970], [0.8363, 0.6621, -2.1152], [-0.4503, 0.4528, -0.8420], [-1.9160, 0.0325, -1.8670], [-3.2274, 0.3107, -1.4887], [-4.2953, -0.1034, -2.2723], [-4.0760, -0.8273, -3.4327], [-2.7779, -1.1497, -3.8011], [-1.7121, -0.7304, -3.0218], [-0.6332, 2.1909, -0.2815], [0.4479, 3.0635, -0.4272], [0.3720, 4.3704, 0.0310], [-0.7768, 4.8271, 0.6573], [-1.8368, 3.9543, 0.8557], [-1.7620, 2.6467, 0.4011], [4.0972, -0.1094, -2.5813], [3.6711, 1.1010, -4.7105], [1.4332, 2.0652, -5.1401], [-0.3685, 1.7973, -3.4898], [-3.4390, 0.8506, -0.5783], [-5.3052, 0.1447, -1.9725], [-4.9093, -1.1382, -4.0490], [-2.5914, -1.7186, -4.7034], [-0.7016, -0.9742, -3.3248], [1.3609, 2.7225, -0.8959], [1.2190, 5.0310, -0.1027], [-0.8470, 5.8531, 0.9937], [-2.7262, 4.2940, 1.3716], [-2.5922, 1.9847, 0.5997], [1.4332, -4.4633, -2.0668], [0.5486, -4.1115, -0.5364], [-1.0673, -3.7999, -1.2701], [1.1023, -2.7394, -0.1506], [1.0386, -5.3905, -2.4815], [2.4901, -4.5809, -1.8369], [1.2902, -3.6320, -2.7548], [-1.5560, -4.7563, -1.4545], [-0.9512, -3.2349, -2.1903], [-1.6349, -3.2177, -0.5495]], "atomic_forces_ev_per_a": [[0.2, 0.9, 0.0], [0.2, -0.1, 0.0], [-0.2, 0.2, 0.0], [0.1, 0.0, 0.0], [-0.1, 0.0, 0.0], [0.1, 0.4, -0.2], [-0.4, -0.7, 0.3], [-0.1, -0.3, -0.1], [0.1, 0.0, 0.1], [0.0, -0.1, -0.2], [0.2, 0.4, 0.3], [-0.2, -0.2, -0.2], [0.2, 0.0, 0.1], [0.0, 0.2, 0.0], [0.0, -0.2, 0.0], [-0.2, 0.2, 0.0], [0.0, -0.2, -0.2], [-0.3, 0.1, 0.7], [0.7, -0.4, -0.3], [0.1, 0.0, 0.2], [0.0, 0.0, 0.0], [0.0, 0.0, 0.0], [0.0, 0.0, 0.0], [0.0, 0.0, 0.0], [0.0, 0.0, 0.0], [0.0, 0.0, 0.0], [0.0, 0.0, 0.0], [0.0, 0.0, 0.0], [0.0, 0.0, 0.0], [0.1, 0.0, -0.2], [0.0, 0.0, 0.0], [0.0, 0.0, 0.2], [-0.2, -0.1, 0.4], [-0.1, 0.2, -0.3], [0.1, 0.0, 0.0], [0.0, 0.0, 0.1], [-0.1, 0.0, 0.0], [0.0, 0.1, -0.1], [0.1, -0.1, 0.0], [-0.3, 0.2, -0.5], [0.0, -0.2, 0.0], [0.0, 0.0, 0.1], [0.0, 0.0, 0.0], [0.0, 0.0, -0.1], [0.0, 0.0, 0.0], [0.1, 0.1, 0.1], [0.1, 0.0, 0.1], [0.0, -0.1, 0.0], [0.0, 0.1, 0.0], [0.0, 0.0, 0.0], [0.0, 0.0, 0.0], [0.0, 0.0, 0.0], [0.0, 0.0, 0.0], [0.0, 0.0, 0.0], [0.0, 0.0, 0.0], [0.0, 0.0, 0.0], [0.0, 0.0, 0.0], [0.0, 0.0, 0.0], [0.0, 0.0, 0.0], [0.0, 0.0, 0.0], [0.0, 0.0, -0.1], [0.0, 0.0, -0.1], [0.0, 0.0, 0.0], [0.0, 0.0, 0.0], [0.0, 0.0, 0.0], [0.0, 0.1, 0.0], [0.0, 0.0, 0.3], [-0.2, 0.1, -0.3], [0.2, 0.0, 0.1], [0.3, -0.5, -0.4], [0.0, 0.0, 0.0], [0.0, 0.0, 0.1], [0.0, 0.0, 0.0], [0.1, 0.0, 0.0], [0.0, 0.0, -0.1], [0.0, 0.0, 0.1]]}


3.
{"formula": "C37H30BrCl2F25N2O7", "method": "ωB97M-V with the def2-TZVPD basis set", "mol_weight_g_mol": 1240.41, "charge": 0, "gap_ha": 0.3236, "lumo_energy_ev": -0.4, "spin_multiplicity": 1, "elements": ["C", "C", "Cl", "C", "Cl", "N", "C", "O", "C", "C", "Br", "C", "C", "C", "C", "C", "N", "C", "C", "C", "C", "C", "O", "O", "C", "C", "C", "C", "F", "C", "C", "O", "H", "H", "H", "H", "H", "H", "H", "H", "H", "H", "H", "H", "H", "H", "H", "H", "H", "H", "C", "C", "C", "F", "F", "F", "F", "O", "C", "C", "F", "F", "F", "F", "H", "H", "H", "H", "C", "C", "C", "F", "F", "F", "F", "O", "C", "C", "F", "F", "F", "F", "H", "H", "H", "H", "C", "C", "C", "F", "F", "F", "F", "O", "C", "C", "F", "F", "F", "F", "H", "H", "H", "H"], "coordinates": [[6.2935, -0.8061, 0.2969], [5.1088, 0.0172, -0.1195], [3.7153, -0.8782, -0.6025], [5.0513, 1.3454, -0.0912], [6.4162, 2.2707, 0.4520], [3.9168, 2.1016, -0.4375], [2.7548, 2.0389, 0.3792], [2.7634, 2.1117, 1.5742], [1.6010, 1.9527, -0.5549], [0.2533, 1.8120, -0.3085], [-0.3972, 1.7190, 1.4666], [-0.6365, 1.7383, -1.3841], [-2.0908, 1.6787, -1.0597], [-2.7606, 0.4920, -0.7762], [-4.0882, 0.5642, -0.3769], [-4.7025, 1.8054, -0.2623], [-4.0834, 2.9489, -0.5586], [-2.8138, 2.8694, -0.9389], [-0.1509, 1.7671, -2.7112], [-1.1756, 1.6679, -3.8220], [-1.7697, 0.2588, -4.0372], [-0.9215, -0.6126, -4.9250], [0.2743, -0.6379, -4.8726], [-1.6082, -1.3636, -5.8528], [1.2249, 1.9159, -2.9750], [1.7728, 1.9861, -4.3791], [2.9971, 1.1032, -4.6945], [2.9279, 0.5176, -6.0901], [3.1152, 0.0696, -3.7618], [2.0566, 2.0261, -1.8678], [3.5311, 2.2636, -1.8062], [4.2885, 2.6518, -2.6460], [6.2475, -0.9671, 1.3719], [6.2485, -1.7622, -0.2206], [7.2150, -0.2904, 0.0368], [-2.2486, -0.4617, -0.8236], [-4.6333, -0.3358, -0.1211], [-5.7281, 1.8827, 0.0791], [-2.3068, 3.8075, -1.1481], [-0.7627, 1.9962, -4.7710], [-2.0116, 2.3282, -3.5909], [-1.8538, -0.2592, -3.0802], [-2.7764, 0.3318, -4.4428], [-1.9560, -2.1678, -5.4498], [2.0422, 3.0183, -4.6206], [0.9955, 1.6823, -5.0745], [3.9019, 1.7033, -4.6254], [3.8487, -0.0310, -6.2947], [2.0694, -0.1407, -6.2079], [2.8836, 1.3387, -6.8099], [-8.4784, 0.0854, -5.0630], [-7.9303, -0.4257, -6.4032], [-7.0025, -1.6442, -6.3728], [-5.8705, -1.3710, -5.6900], [-6.6641, -1.9621, -7.6406], [-7.3437, 0.5796, -7.0820], [-9.0189, -0.8351, -7.1189], [-7.8343, 1.2080, -4.4936], [-6.7712, 1.0836, -3.6469], [-5.5302, 1.7926, -4.2023], [-5.1722, 1.2539, -5.3857], [-4.5068, 1.6132, -3.3364], [-6.5014, -0.1992, -3.3398], [-7.0870, 1.7138, -2.4937], [-9.4795, 0.4439, -5.2961], [-8.5925, -0.7273, -4.3450], [-7.5052, -2.5004, -5.9152], [-5.7246, 2.8583, -4.3322], [-1.5154, -1.7822, 6.0808], [-2.7403, -2.6243, 6.4638], [-3.3820, -3.4807, 5.3687], [-3.8699, -2.7075, 4.3775], [-4.4091, -4.1742, 5.9081], [-3.6769, -1.8503, 7.0471], [-2.2999, -3.5214, 7.3951], [-1.7373, -0.4107, 5.8238], [-2.0450, 0.0554, 4.5787], [-3.3980, 0.7767, 4.5608], [-4.3818, -0.0700, 4.9210], [-3.6395, 1.2056, 3.3021], [-1.9914, -0.9065, 3.6404], [-1.1161, 0.9857, 4.2501], [-0.8908, -1.7874, 6.9726], [-0.9381, -2.2583, 5.2876], [-2.6564, -4.1871, 4.9569], [-3.3789, 1.6280, 5.2435], [7.9417, -0.6639, 5.2389], [7.2257, -1.7683, 4.4487], [5.7020, -1.8556, 4.5753], [5.3405, -2.1432, 5.8408], [5.2600, -2.8500, 3.7710], [7.7844, -2.9655, 4.7086], [7.4450, -1.4844, 3.1272], [8.5617, -1.0468, 6.4491], [7.9016, -1.0220, 7.6449], [7.8538, -2.4144, 8.2865], [7.1978, -3.2752, 7.4849], [7.1887, -2.3284, 9.4597], [6.6732, -0.4859, 7.5447], [8.6153, -0.2404, 8.4880], [8.7698, -0.3637, 4.5988], [7.3049, 0.2124, 5.3635], [5.2345, -0.9167, 4.2648], [8.8667, -2.7797, 8.4638]], "atomic_forces_ev_per_a": [[-0.4, 0.2, -0.3], [0.3, 0.0, 0.1], [-0.1, 0.0, 0.0], [0.2, 0.5, 0.1], [0.1, 0.0, 0.0], [-0.7, -0.6, -0.2], [0.1, 0.2, 0.1], [0.1, -0.4, 0.0], [-0.1, 0.0, -0.4], [-0.1, 0.0, 0.3], [0.1, 0.0, -0.2], [0.3, 0.0, 0.0], [-0.3, 0.0, -0.1], [-0.2, 0.4, 0.1], [0.0, -0.1, 0.1], [0.3, -0.1, -0.1], [0.0, -0.1, 0.1], [0.2, -0.1, -0.1], [-0.2, 0.0, 0.1], [-0.1, -0.2, 0.0], [-0.1, 0.1, 0.0], [0.3, 0.0, 0.2], [-0.3, 0.0, -0.1], [0.1, -0.1, 0.1], [0.1, 0.2, 0.1], [0.0, -0.3, -0.2], [0.1, 0.2, -0.4], [0.2, 0.0, 0.1], [0.0, 0.0, 0.0], [0.0, 0.1, 0.2], [0.1, 0.2, 0.3], [0.1, -0.2, -0.2], [0.1, -0.1, -0.1], [0.1, 0.0, 0.1], [0.0, 0.0, 0.1], [0.0, 0.0, 0.0], [0.0, 0.0, 0.0], [0.0, 0.0, 0.0], [-0.1, 0.0, 0.0], [-0.1, 0.2, 0.0], [0.0, 0.0, 0.0], [0.0, 0.0, 0.0], [0.1, 0.0, -0.1], [-0.1, 0.0, 0.0], [0.0, 0.0, 0.1], [0.1, 0.1, 0.1], [0.0, -0.1, 0.2], [-0.1, -0.1, 0.0], [0.0, 0.1, 0.0], [-0.1, 0.0, 0.0], [-0.5, 0.0, 0.2], [0.1, 0.2, 0.0], [0.0, -0.1, -0.1], [0.0, 0.0, 0.0], [0.0, 0.0, 0.0], [0.0, 0.0, 0.0], [-0.1, -0.1, 0.0], [0.4, 0.0, -0.3], [-0.2, 0.0, 0.1], [0.1, 0.1, 0.0], [0.0, 0.0, 0.0], [0.0, 0.1, 0.0], [0.0, 0.0, 0.0], [0.0, 0.0, 0.1], [0.0, 0.0, 0.0], [0.2, -0.1, 0.0], [0.0, 0.0, 0.0], [0.0, 0.0, 0.0], [0.5, -0.1, 0.1], [-0.1, 0.2, 0.0], [0.0, -0.1, 0.0], [0.0, 0.0, 0.0], [0.0, 0.0, 0.0], [0.0, 0.0, 0.0], [0.1, -0.1, 0.0], [-0.5, 0.0, 0.0], [0.3, 0.0, 0.0], [0.0, 0.1, 0.0], [0.0, 0.0, 0.0], [0.0, 0.0, 0.0], [0.0, 0.0, 0.0], [0.0, 0.0, 0.1], [0.0, 0.0, 0.0], [-0.2, 0.0, -0.1], [0.0, 0.0, 0.0], [0.0, 0.0, 0.0], [0.2, 0.5, -0.2], [0.1, -0.1, 0.2], [-0.1, 0.0, -0.1], [0.0, 0.0, 0.0], [0.0, 0.0, 0.0], [-0.1, 0.0, 0.0], [0.1, 0.0, 0.1], [-0.2, -0.5, 0.0], [0.1, 0.2, 0.0], [0.0, 0.0, 0.0], [0.0, 0.0, 0.0], [0.0, 0.0, 0.0], [0.0, 0.0, 0.0], [0.0, 0.1, 0.0], [0.0, 0.0, 0.0], [-0.1, -0.1, 0.0], [0.0, 0.0, 0.0], [0.0, 0.0, 0.0]]}